# C38H69N3O19S

A cluster of 7 separate species, C38H69N3O19S in total at a distorted geometry (ωB97M-V with the def2-TZVPD basis set, the Open Molecules 2025 dataset).

## Properties
* frontier orbital gap: 7.139 eV
* E_tot: -3481.04419 Ha
* SMILES: COCCCCCCCCCc1cc2nsnc2cc1CCCCN.COC(=O)OC.COC(=O)OC.COC(=O)OC.COC(=O)OC.COC(=O)OC.COC(=O)OC

Each line ends with the Mulliken charge.
Atoms and positions in Å:
C  -4.572  -0.184  -2.645  -0.696
O  -4.384  -1.439  -1.944  -0.183
C  -3.018  -1.912  -2.065  -0.469
C  -2.537  -2.867  -0.867  -0.641
C  -3.055  -2.322  0.582  -0.462
C  -2.091  -1.062  0.990  -0.032
C  -2.911  0.093  1.812  -0.599
C  -2.422  0.034  3.341  -0.491
C  -2.419  1.444  4.117  -0.767
C  -1.765  2.670  3.297  -0.371
C  -0.555  3.362  4.154  -1.043
C  0.809  2.851  3.453  0.349
C  1.226  1.368  3.747  -0.325
C  2.506  0.742  3.099  0.429
N  2.959  -0.620  3.268  -0.622
S  4.370  -0.663  2.297  0.152
N  4.429  0.944  1.674  -0.582
C  3.328  1.743  2.152  0.375
C  2.921  3.230  1.855  -0.315
C  1.617  3.823  2.511  0.424
C  1.213  5.325  2.143  -0.620
C  0.985  5.531  0.534  -0.733
C  2.375  5.974  -0.149  -0.441
C  2.740  5.038  -1.445  -0.441
N  4.208  4.883  -1.664  -0.622
H  -5.503  -0.298  -3.321  0.161
H  -3.693  0.089  -3.334  0.344
H  -4.713  0.650  -1.871  0.185
H  -2.941  -2.454  -3.083  0.296
H  -2.273  -1.025  -2.137  0.340
H  -1.382  -2.915  -0.925  0.233
H  -2.892  -3.955  -1.030  0.338
H  -4.141  -1.958  0.535  0.377
H  -2.914  -3.214  1.306  0.159
H  -1.247  -1.528  1.628  -0.136
H  -1.566  -0.629  0.050  0.223
H  -2.712  1.083  1.277  0.263
H  -4.043  -0.123  1.676  0.427
H  -1.383  -0.449  3.484  0.051
H  -3.174  -0.658  3.893  0.307
H  -1.750  1.294  5.054  0.359
H  -3.445  1.763  4.528  0.382
H  -1.315  2.366  2.289  0.222
H  -2.561  3.474  3.070  0.367
H  -0.598  3.096  5.269  0.486
H  -0.682  4.502  4.076  0.187
H  0.574  0.710  4.419  0.341
H  3.573  3.865  1.167  -0.115
H  0.235  5.685  2.631  0.152
H  2.069  6.007  2.496  0.420
H  0.192  6.336  0.316  0.387
H  0.673  4.520  0.099  0.350
H  3.278  5.930  0.552  0.371
H  2.311  7.057  -0.556  0.296
H  2.253  5.420  -2.416  0.217
H  2.316  4.001  -1.197  0.270
H  4.650  5.753  -1.994  0.255
H  4.676  4.531  -0.811  0.217
C  -1.769  -0.680  -8.937  -0.622
O  -3.142  -0.481  -8.608  -0.330
C  -3.579  -1.235  -7.584  0.740
O  -2.920  -2.029  -6.957  -0.537
O  -4.877  -0.951  -7.381  -0.315
C  -5.476  -1.685  -6.315  -0.242
H  -1.527  -0.023  -9.773  0.219
H  -1.127  -0.415  -8.093  0.292
H  -1.592  -1.713  -9.247  0.289
H  -4.982  -1.460  -5.366  -0.092
H  -5.448  -2.757  -6.521  0.323
H  -6.520  -1.377  -6.240  0.275
C  0.894  -3.992  2.266  -0.443
O  -0.097  -4.825  2.868  -0.385
C  -0.277  -6.004  2.248  0.890
O  0.311  -6.385  1.264  -0.538
O  -1.227  -6.683  2.913  -0.372
C  -1.525  -7.965  2.362  -0.577
H  0.955  -3.071  2.847  0.193
H  1.872  -4.479  2.287  0.252
H  0.611  -3.736  1.242  0.189
H  -0.643  -8.610  2.387  0.241
H  -1.904  -7.868  1.342  0.287
H  -2.302  -8.420  2.976  0.241
C  4.420  11.072  -3.103  -0.609
O  3.885  10.534  -4.311  -0.328
C  3.159  9.416  -4.143  0.812
O  2.940  8.863  -3.091  -0.538
O  2.718  9.020  -5.349  -0.317
C  1.926  7.834  -5.323  -0.589
H  4.985  11.969  -3.359  0.217
H  3.618  11.352  -2.417  0.286
H  5.100  10.358  -2.632  0.285
H  1.024  7.985  -4.725  0.290
H  2.507  6.991  -4.940  0.255
H  1.627  7.609  -6.347  0.230
C  2.228  -7.547  3.081  -0.056
O  2.046  -8.770  3.796  -0.253
C  3.188  -9.418  4.082  0.716
O  4.302  -9.054  3.791  -0.541
O  2.874  -10.542  4.750  -0.332
C  3.999  -11.336  5.122  -0.624
H  1.242  -7.113  2.904  -0.415
H  2.817  -6.840  3.671  0.340
H  2.701  -7.732  2.114  0.365
H  4.658  -10.780  5.792  0.290
H  4.543  -11.672  4.236  0.290
H  3.628  -12.214  5.652  0.222
C  9.167  5.568  5.054  -0.622
O  8.632  5.040  3.842  -0.318
C  7.910  3.916  4.001  0.739
O  7.695  3.354  5.048  -0.538
O  7.470  3.529  2.792  -0.311
C  6.681  2.338  2.808  -0.619
H  9.728  6.470  4.806  0.220
H  8.364  5.840  5.743  0.286
H  9.850  4.853  5.518  0.289
H  5.779  2.481  3.407  0.264
H  7.265  1.494  3.183  0.321
H  6.382  2.121  1.784  0.300
C  -7.274  -3.109  -2.674  -0.371
O  -7.820  -3.639  -3.882  -0.213
C  -8.550  -4.756  -3.715  0.707
O  -8.764  -5.313  -2.665  -0.537
O  -9.000  -5.144  -4.921  -0.313
C  -9.797  -6.327  -4.895  -0.629
H  -6.707  -2.213  -2.928  -0.121
H  -8.070  -2.828  -1.981  0.351
H  -6.594  -3.827  -2.211  0.333
H  -10.694  -6.175  -4.291  0.291
H  -9.217  -7.174  -4.520  0.291
H  -10.104  -6.545  -5.919  0.220